No. 1
The following is a DFT calculation (the ωB97M-V functional and the def2-TZVPD basis) of a cluster of 16 separate species, C34H79N9O30 in total.

Each line ends with the Löwdin charge.
Cartesian coordinates (Å):
C 24.324 -1.136 6.720  0.011
C 24.703 -0.346 5.521  -0.404
O 24.203 -0.360 4.476  0.206
N 26.150 0.188 5.580  0.098
H 26.102 1.201 5.413  0.189
H 26.536 0.103 6.524  0.173
C 27.060 -0.529 4.568  0.058
H 23.241 -0.989 6.760  0.076
H 24.691 -0.760 7.676  0.094
H 24.513 -2.210 6.709  0.105
H 27.793 0.210 4.270  0.107
H 26.377 -0.817 3.778  0.095
H 27.522 -1.403 5.014  0.109
C 21.298 -6.113 9.351  0.025
C 20.189 -5.952 10.335  -0.411
O 19.105 -6.379 10.127  0.150
N 20.452 -5.199 11.591  0.085
H 21.038 -4.408 11.253  0.139
H 19.629 -4.680 11.975  0.122
C 20.969 -6.043 12.712  0.033
H 21.463 -5.152 8.865  0.072
H 20.974 -6.781 8.558  0.098
H 22.217 -6.517 9.774  0.104
H 20.275 -6.850 12.913  0.102
H 21.000 -5.358 13.555  0.103
H 21.966 -6.392 12.459  0.104
C 24.014 -0.452 11.111  0.040
C 24.142 -0.991 12.508  -0.412
O 24.713 -0.445 13.367  0.191
N 23.388 -2.239 12.830  0.075
H 22.476 -1.895 13.171  0.130
H 23.098 -2.685 11.943  0.097
C 24.108 -3.164 13.736  0.026
H 23.711 -1.250 10.428  0.055
H 24.953 -0.051 10.742  0.102
H 23.232 0.311 11.078  0.084
H 23.604 -4.119 13.760  0.092
H 24.169 -2.698 14.715  0.103
H 25.139 -3.232 13.401  0.108
C 12.624 0.535 7.610  0.026
C 13.154 1.846 7.065  -0.419
O 12.567 2.852 7.187  0.191
N 14.266 1.649 6.075  0.101
H 14.289 0.705 5.660  0.142
H 13.977 2.235 5.280  0.191
C 15.631 1.976 6.632  0.029
H 11.753 0.728 8.230  0.092
H 13.389 -0.001 8.175  0.068
H 12.271 -0.079 6.779  0.106
H 16.110 1.100 7.054  0.093
H 15.515 2.730 7.406  0.106
H 16.214 2.365 5.798  0.049
C 15.724 -6.575 9.943  0.041
C 16.220 -6.137 8.614  -0.388
O 16.514 -5.021 8.391  0.172
N 16.485 -7.280 7.618  0.114
H 17.487 -7.380 7.390  0.178
H 16.214 -8.179 8.019  0.177
C 15.788 -6.895 6.329  0.032
H 14.632 -6.585 10.009  0.114
H 16.012 -5.809 10.668  0.075
H 16.142 -7.499 10.344  0.105
H 15.920 -7.757 5.673  0.112
H 16.218 -6.020 5.861  0.086
H 14.710 -6.896 6.473  0.114
C 15.432 -1.073 11.448  0.029
C 14.864 -1.181 12.802  -0.417
O 15.277 -0.683 13.761  0.215
N 13.804 -2.266 12.927  0.077
H 13.204 -2.240 12.092  0.180
H 14.247 -3.182 12.715  0.138
C 12.981 -2.304 14.196  0.040
H 15.998 -1.952 11.118  0.087
H 16.132 -0.242 11.394  0.092
H 14.682 -0.948 10.660  0.089
H 13.463 -1.880 15.066  0.102
H 12.790 -3.367 14.304  0.104
H 12.056 -1.797 13.942  0.102
C 21.151 -1.549 8.970  0.051
C 20.055 -2.374 8.394  -0.415
O 20.047 -3.527 8.258  0.174
N 18.986 -1.558 7.789  0.102
H 19.345 -0.684 7.384  0.130
H 18.703 -2.118 6.975  0.106
C 17.847 -1.517 8.782  0.039
H 20.976 -0.484 9.141  0.073
H 22.027 -1.619 8.315  0.088
H 21.522 -1.960 9.913  0.078
H 17.476 -2.485 9.090  0.092
H 17.112 -0.984 8.181  0.086
H 18.188 -0.809 9.530  0.072
C 20.751 -1.245 4.146  0.038
C 19.708 -0.627 3.262  -0.419
O 19.863 0.254 2.506  0.192
N 18.329 -1.289 3.338  0.101
H 18.506 -1.864 2.501  0.185
H 18.174 -1.942 4.124  0.128
C 17.174 -0.316 3.108  0.050
H 20.344 -1.132 5.152  0.071
H 21.729 -0.868 3.885  0.078
H 20.703 -2.323 3.944  0.103
H 17.345 0.126 2.135  0.098
H 17.273 0.347 3.969  0.075
H 16.289 -0.944 3.117  0.101
C 19.189 3.894 9.257  0.031
C 18.821 2.604 9.899  -0.418
O 18.137 1.776 9.453  0.186
N 19.654 2.270 11.106  0.090
H 20.250 1.465 10.816  0.139
H 20.271 3.057 11.319  0.177
C 18.896 1.894 12.329  0.006
H 20.128 3.934 8.708  0.104
H 19.103 4.743 9.941  0.104
H 18.423 4.071 8.498  0.097
H 18.403 0.991 11.984  0.067
H 18.207 2.612 12.770  0.107
H 19.583 1.690 13.147  0.103
O 17.812 -5.531 12.986  0.045
C 17.084 -4.472 12.444  -0.762
O 17.654 -3.833 11.529  -0.040
O 15.931 -4.291 12.918  -0.037
H 17.132 -5.786 13.659  0.130
O 19.004 -1.193 11.854  0.039
C 20.225 -1.374 12.431  -0.795
O 21.023 -0.439 12.597  -0.002
O 20.432 -2.517 12.921  -0.039
H 18.575 -2.070 11.816  0.066
O 19.525 2.974 6.247  0.064
C 18.657 2.043 5.724  -0.739
O 17.672 2.432 5.069  -0.046
O 18.884 0.822 6.054  -0.081
H 20.111 2.400 6.786  0.090
O 18.463 -5.418 6.309  0.024
C 18.398 -4.512 5.260  -0.738
O 18.504 -3.279 5.612  -0.099
O 18.175 -4.902 4.096  0.008
H 18.747 -4.764 6.987  0.074
O 14.734 -3.554 6.617  0.059
C 14.804 -2.224 6.882  -0.831
O 14.896 -1.937 8.107  -0.084
O 14.756 -1.431 5.941  -0.022
H 15.189 -3.989 7.358  0.050
O 22.631 1.286 7.420  0.034
C 22.731 1.754 8.709  -0.802
O 23.755 2.386 9.021  -0.007
O 21.803 1.500 9.528  -0.077
H 23.399 1.755 7.050  0.097
O 24.445 -3.183 8.841  -0.001
C 24.161 -3.994 9.946  -0.767
O 23.053 -3.843 10.551  -0.099
O 25.091 -4.710 10.356  0.007
H 25.402 -3.513 8.839  0.137

As for the HOMO energy: -11.975 eV. The maximum force comes out at 4.08 eV/Å. The value obtained for the LUMO energy is -4.64 eV. Its charge is +2. The spin multiplicity is 1. The value obtained for the energy relative to the best compared isomer or geometry (same formula, charge and spin) is 0.0 kcal per mole.



No. 2
The following is a DFT calculation (the ωB97M-V functional and the def2-TZVPD basis) of a cluster of 2 separate species, C2H8 in total.

Each line ends with the Mulliken spin population.
Cartesian coordinates (Å):
C 0.438 1.037 1.699  0.799
H -0.011 1.938 2.190  -0.197
H -0.137 0.829 0.829  0.380
H 0.423 0.143 2.281  -0.398
H 1.569 1.257 1.437  -0.362
C -0.457 -1.039 -1.687  2.898
H -0.884 -0.097 -2.018  -0.628
H -1.184 -1.710 -1.121  -0.436
H 0.442 -0.791 -1.033  -0.163
H -0.105 -1.558 -2.635  -0.893

As for the HOMO energy (alpha / beta): 1.453 / -8.639 eV. The maximum force comes out at 2.75 eV/Å. The value obtained for the LUMO energy (alpha / beta) is 4.53 / 4.71 eV. Its charge is -1. The spin multiplicity is 2. The value obtained for the energy relative to the best compared isomer or geometry (same formula, charge and spin) is 4.1 kcal per mole.



No. 3
The following is a DFT calculation (the ωB97M-V functional and the def2-TZVPD basis) of a structure of composition C5H8FNdO4.

Each line ends with the Mulliken spin population.
Cartesian coordinates (Å):
C -1.247 -0.122 1.510  0.000
O -1.488 -0.569 0.212  -0.004
Nd -3.048 -2.050 -1.175  4.011
C -1.527 1.362 1.702  0.000
H -1.839 -0.695 2.249  0.000
H -0.190 -0.331 1.771  0.000
H -1.281 1.671 2.729  0.000
H -0.924 1.970 1.012  0.000
H -2.590 1.581 1.522  0.000
C 0.088 -0.903 -1.515  -0.002
O 1.107 -1.524 -0.862  -0.001
C 2.189 -0.654 -0.714  0.000
C 1.614 0.702 -1.105  0.000
O 0.441 0.346 -1.834  -0.002
O -0.662 -1.558 -2.252  0.000
F 3.176 -1.045 -1.586  0.000
H 2.579 -0.732 0.306  0.000
H 1.314 1.278 -0.221  0.000
H 2.289 1.272 -1.750  0.000

As for the HOMO energy (alpha / beta): -12.155 / -12.309 eV. The maximum force comes out at 3.46 eV/Å. The value obtained for the LUMO energy (alpha / beta) is -5.00 / -4.98 eV. Its charge is +1. The spin multiplicity is 5.



No. 4
The following is a DFT calculation (the ωB97M-V functional and the def2-TZVPD basis) of a cluster of 2 separate species, C4H10N2O2 in total.

Each line ends with the Löwdin charge.
Cartesian coordinates (Å):
C 0.802 1.366 -1.287  -0.001
C 0.616 1.866 0.126  -0.578
N 1.600 2.707 0.576  0.149
O -0.338 1.569 0.819  0.028
H 1.730 0.808 -1.403  0.089
H 0.830 2.234 -1.949  0.085
H -0.037 0.739 -1.569  0.070
H 2.153 3.179 -0.110  0.093
H 1.383 3.209 1.423  0.108
C 0.239 -2.083 1.113  -0.081
N -0.908 -1.381 0.587  -0.027
C -1.407 -1.652 -0.640  -0.391
O -1.064 -2.595 -1.331  -0.004
H 0.263 -3.066 0.651  0.080
H 0.113 -2.214 2.184  0.079
H 1.202 -1.606 0.927  0.080
H -1.050 -0.437 0.922  0.090
H -2.210 -0.965 -0.942  0.130

As for the HOMO energy: -9.392 eV. The maximum force comes out at 0.68 eV/Å. The value obtained for the LUMO energy is 0.62 eV. Its charge is 0. The spin multiplicity is 1. Its SMILES is CC(N)=O.CNC=O. The value obtained for the energy relative to the best compared isomer or geometry (same formula, charge and spin) is 16.1 kcal per mole.